Below is an isolated ion of composition C3H7N2O and charge +1 in a non-equilibrium geometry, with properties calculated with ωB97M-V with the def2-TZVPD basis set.

Bonds (Å) are listed after each position.
Geometry (Å):
1 N 1.87367 -0.27147 -0.80323  C2 1.358, H7 0.998, H8 1.007
2 C 0.68157 -0.00644 -0.21001  N1 1.358, C3 1.540, C5 1.363
3 C -0.07836 1.12345 -0.93027  C2 1.540, O4 1.207, H9 1.066
4 O -1.20090 1.47600 -0.66010  C3 1.207
5 C -0.01332 -0.74126 0.70369  C2 1.363, N6 1.496, H10 1.078
6 N -1.47651 -0.45144 0.81806  C5 1.496, H11 1.010, H12 1.153, H13 1.030
7 H 2.27622 0.52949 -1.24223  N1 0.998
8 H 2.45149 -0.70703 -0.10285  N1 1.007
9 H 0.64335 1.54975 -1.58895  C3 1.066
10 H 0.19449 -1.58327 1.34420  C5 1.078
11 H -2.13715 -1.18564 0.60679  N6 1.010
12 H -1.56979 0.54500 0.24526  N6 1.153
13 H -1.64477 -0.27713 1.81965  N6 1.030

The value obtained for the energy relative to the best compared isomer or geometry (same formula, charge and spin) is 2.2372 eV. The calculation puts the LUMO energy at -5.12 eV. As for the structure (SMILES): N/C(C=O)=C/[NH3+]. For the frontier orbital gap, the calculation gives 8.794 eV. The HOMO energy comes out at -13.9 eV. Its net charge is +1.

Below is a 2-piece molecular cluster, C3H7N2O overall in a non-equilibrium geometry, with properties calculated with ωB97M-V with the def2-TZVPD basis set.

Bonds (Å) are listed after each position.
Geometry (Å):
1 O 0.51736 2.15602 -2.17935  H2 0.984, H3 0.984
2 H 1.44205 2.48148 -2.09400  O1 0.984
3 H -0.02415 2.81646 -1.69065  O1 0.984
4 C 0.04130 -1.88451 0.69505  C5 1.354, N7 1.388, H9 1.090
5 C 0.52779 -1.09321 -0.28950  C4 1.354, N8 1.387, H10 1.090
6 C -0.77480 0.12564 1.05023  N7 1.330, N8 1.367, H11 1.090
7 N -0.61164 -1.07000 1.61045  C4 1.388, C6 1.330, H12 1.036
8 N -0.10034 0.13461 -0.13820  C5 1.387, C6 1.367, H13 1.036
9 H 0.26900 -2.91773 0.95719  C4 1.090
10 H 1.15090 -1.29463 -1.16086  C5 1.090
11 H -1.43842 0.91735 1.39794  C6 1.090
12 H -1.04891 -1.39411 2.49195  N7 1.036
13 H 0.04985 1.02263 -0.65021  N8 1.036

The value obtained for the energy relative to the best compared isomer or geometry (same formula, charge and spin) is 0.2597 eV. The calculation puts the LUMO energy at -3.38 eV. For the frontier orbital gap, the calculation gives 11.264 eV. The HOMO energy comes out at -14.6 eV. Its net charge is +1.